Molecular formula: C9H11MnNO2
Method: DFT, ωB97M-V with the def2-TZVPD basis set

## Properties
LUMO energy (spin up / spin down)   6.317 / 6.190 eV
Maximum force   4.21 eV/A
Energy   -1705.63661 a.u.
Net charge   -2
Energy relative to the best compared isomer or geometry (same formula, charge and spin)   0.000 eV
Kohn-Sham gap (spin up / spin down)   3.73 / 5.48 eV
Spin multiplicity   6

Each line ends with the natural charge from an NBO analysis.
Positions of all 24 atoms, in Å:
C1 0.0192 -1.3450 -1.4203  -0.351
C2 -1.3130 -1.4106 -0.8788  -0.343
C3 -1.2410 -2.0672 0.3995  -0.405
C4 0.1371 -2.4006 0.6511  -0.347
C5 0.9213 -1.9451 -0.4694  -0.382
Mn1 -0.0593 -0.2632 0.4313  1.169
C6 -1.0034 1.4221 -0.4159  -0.981
C7 0.3486 1.7381 -0.9720  0.243
C8 0.6779 2.4430 -2.1023  -0.761
N1 1.2648 1.0333 -0.1543  -1.023
H1 -2.0895 -2.3436 1.0236  0.205
H2 -2.2245 -1.0799 -1.3729  0.211
H3 0.5184 -2.9611 1.5018  0.214
H4 1.9934 -2.0897 -0.5981  0.207
H5 0.2892 -0.9727 -2.4072  0.222
H6 -1.7960 1.2726 -1.1517  0.167
H7 2.2598 1.2024 -0.2621  0.317
H8 -1.2863 2.0524 0.4414  0.183
H9 -0.1291 2.8410 -2.7070  0.167
H10 1.7165 2.5456 -2.4061  0.157
O1 0.6844 0.5092 4.3887  -0.744
C9 0.2495 0.6058 3.2477  0.661
O2 0.3334 -0.3209 2.3280  -0.832
H11 -0.2715 1.5341 2.9050  0.046